Formula: C40H50N10
Source: OMol25
Level of theory: ωB97M-V with the def2-TZVPD basis set

Geometry as XYZ:
```
100
Properties=species:S:1:pos:R:3:forces:R:3
N -5.90703 3.94265 5.12815 -1.00 0.13 2.94
N 4.14165 -0.75905 4.30605 -0.72 -0.29 -0.74
N -5.52271 -0.12958 -3.13886 1.82 1.15 -0.22
N -1.26203 1.60911 0.15926 -0.01 -0.94 -0.06
N 3.93081 0.13226 -4.16202 0.66 0.92 -0.06
N 5.93317 -0.06322 -1.40431 0.91 -0.20 -0.39
N -1.18779 -4.07924 2.83928 -1.57 0.64 -1.00
N 1.93174 -5.33930 -0.28440 -0.74 -0.20 0.30
N -0.87626 -0.90947 -4.73876 -0.84 -0.63 -1.10
N -4.20339 2.79796 -0.75475 -0.60 1.01 -1.13
C 2.99315 1.81102 -3.02697 -1.03 -0.91 0.36
C 4.71139 1.28237 -4.41812 -1.58 -0.24 0.72
C 4.05828 2.30583 -3.74122 2.24 0.30 -0.96
C -4.79730 0.89758 -3.71403 0.69 -0.15 -0.93
C 4.99608 0.31230 4.32286 0.43 -0.14 1.06
C -3.33594 4.14423 0.71896 -1.31 0.58 1.89
C 3.29604 0.81270 3.03611 -1.61 -0.12 -1.91
C -3.37982 3.68991 -1.40457 -0.12 -1.78 -1.60
C -0.28131 -1.12306 -3.53407 0.15 0.02 0.07
C -4.32482 3.16212 0.54164 1.90 0.10 0.24
C -0.07529 1.46969 -0.50172 0.53 -0.94 0.79
C -1.01466 -2.10255 -5.45161 1.77 -0.29 1.97
C 7.59860 0.42201 -0.03519 1.20 0.75 -0.78
C -3.13359 -2.90428 2.66772 3.66 2.43 -1.76
C 2.64021 -3.21092 -0.41356 0.68 -2.04 0.46
C 2.88779 0.46469 -3.33774 0.31 0.21 0.74
C 0.05346 -2.45891 -3.47073 0.51 0.97 1.38
C -4.02954 2.88041 5.60134 -0.62 -0.79 0.58
C 0.79153 -4.55357 -0.06958 1.98 0.40 -0.03
C -1.72068 -2.88360 2.44600 -0.73 1.21 0.78
C 7.33777 0.00571 -1.31009 -1.61 -0.93 -0.24
C 0.70477 0.51577 0.19751 -0.84 1.85 -1.03
C -5.25901 3.79852 3.99387 -0.41 -0.62 -2.52
C -2.77430 4.50595 -0.51182 -0.25 -0.04 -0.22
C -4.69460 -0.69129 -2.21109 -0.03 0.39 1.47
C -1.32641 0.71058 1.20279 1.69 0.94 0.88
C -3.49865 0.06066 -2.11439 -0.70 -3.11 0.88
C -5.21173 3.35911 6.14877 0.86 0.50 0.11
C 1.28670 -3.25679 -0.10196 -1.98 0.56 0.13
C 6.38846 0.76339 0.56604 0.28 -0.07 1.80
C -0.35580 -3.05344 -4.63083 -1.31 -0.43 -2.57
C -4.13348 3.03085 4.20308 -0.12 0.77 -0.42
C 5.38229 0.37856 -0.24840 -0.82 0.22 -0.07
C 3.09902 -0.47196 3.44966 0.55 0.19 0.60
C -3.49052 0.90291 -3.17974 -2.37 2.06 -1.81
C 4.49900 1.30871 3.52275 0.46 -0.13 0.92
C -2.26078 -4.90599 3.08762 1.72 -1.58 0.11
C -0.05175 0.15514 1.32796 -0.55 -0.50 -0.44
C 3.03468 -4.56482 -0.42433 0.20 1.68 -1.07
C -3.40173 -4.19241 2.95047 -2.37 -2.02 1.28
H -5.59672 3.47954 7.15016 0.33 -0.22 0.04
H -0.19627 -4.94374 0.12253 0.19 -0.07 -0.10
H 2.24820 -0.31381 -2.94978 -0.07 0.11 -0.13
H 4.17022 -1.64952 4.77945 0.59 0.40 0.10
H -6.79529 4.37900 5.32458 0.21 0.07 -0.59
H -1.41953 -2.14528 -6.45112 0.01 0.05 0.19
H 1.70616 0.23600 -0.09392 -0.02 -0.07 0.18
H -0.12065 -0.33786 -2.81063 -0.14 0.04 -0.12
H 4.31789 0.38412 -0.06761 0.05 0.08 -0.21
H 3.22010 -2.31762 -0.58995 0.19 -0.22 0.22
H 6.35621 1.15982 1.56964 -0.46 -0.08 -0.11
H 2.34561 -1.19227 3.16910 0.08 0.04 0.21
H -3.54008 2.60237 3.40945 0.33 0.29 0.22
H -1.05006 -2.12444 2.07158 -0.27 0.16 0.19
H -6.49536 -0.35307 -3.28607 0.33 -0.01 -0.09
H -4.78365 2.13290 -1.24475 0.18 0.00 0.05
H -3.82142 -2.08039 2.55233 0.13 -0.08 -0.14
H 4.00253 -4.96964 -0.67956 -0.14 -0.20 0.12
H 4.92919 2.29049 3.39486 -0.06 -0.12 -0.04
H -2.05283 5.26702 -0.76761 -0.05 -0.04 0.30
H -4.43109 -4.48182 3.10320 0.19 -0.69 0.15
H -5.13515 -1.49454 -1.63944 0.51 0.02 0.34
H 0.55385 -2.97756 -2.66670 -0.03 0.24 0.09
H -5.17267 1.46167 -4.55474 -0.11 -0.07 0.08
H -0.22525 -4.33368 2.67452 -0.25 -0.13 0.06
H -3.24026 3.52876 -2.46290 0.07 0.31 0.07
H -4.92319 2.53539 1.18565 0.08 0.41 0.32
H -1.96575 2.29479 -0.07389 -0.03 -0.15 -0.01
H 4.12720 -0.83262 -4.38305 0.08 0.32 -0.35
H 7.93672 -0.36000 -2.13030 0.08 0.13 0.17
H 8.56560 0.60463 0.40925 0.05 -0.09 -0.19
H -1.26290 -0.05150 -5.10299 0.15 -0.02 0.46
H -2.06201 0.74503 1.99242 -0.29 0.09 -0.37
H -2.69378 -0.04159 -1.40181 -0.09 -0.47 -0.03
H 0.69916 -2.36761 0.07474 -0.24 -0.06 -0.12
H 0.33971 -0.42352 2.15123 -0.35 -0.18 -0.04
H -5.82208 4.11184 3.12704 0.61 -0.07 -0.44
H 5.37960 -0.42826 -2.16491 0.32 0.23 -0.03
H 5.80434 0.35254 5.03768 0.13 -0.14 -0.23
H 0.12138 2.03875 -1.39798 0.04 -0.05 0.06
H 1.96090 -6.34083 -0.40440 -0.17 0.21 0.17
H -3.15095 4.69654 1.62846 0.00 -0.31 0.19
H 4.39668 3.33013 -3.69174 0.09 -0.06 -0.13
H -0.14771 -4.09375 -4.83263 -0.34 0.02 -0.34
H -2.72507 1.58606 -3.51613 0.02 -0.03 0.18
H -3.21691 2.39952 6.12483 -0.18 -0.05 0.05
H 5.61043 1.33057 -5.01331 -0.22 -0.38 -0.04
H 2.46898 2.42201 -2.30739 -0.45 -0.38 -0.11
H -2.01808 -5.94852 3.22913 -0.54 -0.01 0.27
H 2.61840 1.25472 2.32040 0.11 0.34 0.05
```
Positions in Å, forces in eV/Å.

Computed properties:
LUMO energy: 0.560 eV
E_HOMO: -7.75 eV
Kohn-Sham gap: 8.3 eV
strongest force on any atom: 4.735 eV/A
SMILES: c1cc[nH]c1.c1cc[nH]c1.c1cc[nH]c1.c1cc[nH]c1.c1cc[nH]c1.c1cc[nH]c1.c1cc[nH]c1.c1cc[nH]c1.c1cc[nH]c1.c1cc[nH]c1
2S+1: 1
ΔE to the lowest compared entry with this formula, charge and spin: 70.3 kcal per mole

---

Formula: C40H51Cl4N5O4P2Pd
Source: OMol25
Level of theory: ωB97M-V with the def2-TZVPD basis set

Geometry as XYZ:
```
107
Properties=species:S:1:pos:R:3:forces:R:3
Pd 0.95361 0.44050 0.14245 0.61 0.13 0.02
Cl 5.38186 -1.47460 -1.20037 -0.07 0.03 -0.05
Cl 0.02768 -4.54439 5.99298 -0.05 0.07 -0.10
Cl -0.01123 -6.01597 0.77948 0.12 -0.26 0.09
Cl 3.77719 -1.36582 -3.63773 -0.03 -0.04 0.10
P 2.20005 2.78710 -0.04700 -0.52 0.02 -0.25
P -1.04562 1.94286 0.05190 0.23 0.26 -0.22
O 1.82398 -0.02650 -1.85357 -0.18 -0.19 0.14
O 3.20121 0.04879 -0.14237 0.02 -0.41 0.02
O 1.43660 -1.80526 0.26859 -0.47 0.22 -0.22
O 2.72514 -3.56134 0.69787 0.01 -0.25 -0.11
N -2.93521 -3.39986 -1.97817 0.11 0.03 0.04
N -1.17483 3.42198 -2.21707 -0.07 0.08 -0.09
N 0.51692 -4.12740 3.01849 0.03 0.10 0.04
N 1.50385 4.16218 -2.30197 0.04 0.08 -0.09
N -1.19470 -1.91149 -0.80756 -0.11 -0.08 -0.09
C -0.35932 3.07687 -1.26527 0.02 -0.14 0.21
C -1.68875 -1.29055 3.94076 0.04 0.09 0.01
C -3.56683 -2.59805 -0.92962 -0.02 0.02 -0.01
C -0.75934 -3.31175 -0.78610 0.02 0.17 0.02
C -2.30042 -2.49198 -2.93803 0.04 -0.02 -0.03
C -1.25307 -2.58547 3.70962 -0.03 -0.07 0.00
C 3.74306 -1.49830 -1.86269 0.01 -0.16 -0.35
C 2.86956 -0.41412 -1.25718 0.19 0.38 0.26
C -1.56167 4.52982 -4.31009 0.04 -0.02 0.07
C -0.50726 -5.57603 4.70345 0.03 -0.07 0.12
C -3.44665 1.40652 -1.40963 -0.02 0.05 -0.03
C -0.48807 -6.25910 2.42690 -0.08 -0.05 0.02
C -1.35879 -1.50233 -2.20226 -0.01 0.03 -0.01
C 0.44942 -0.46445 3.25093 0.16 0.06 0.07
C -0.16880 -5.28119 3.37839 -0.01 -0.04 -0.04
C 2.15203 -2.52349 1.02901 0.14 0.32 0.16
C -1.07327 5.26121 -5.35255 0.11 0.07 -0.03
C 2.27400 -2.03575 2.48134 0.00 0.03 0.13
C -3.53415 1.41315 1.09876 -0.01 0.03 0.00
C 0.29133 5.64413 -5.39251 -0.12 -0.04 -0.01
C 2.08288 4.05745 1.28276 0.01 -0.08 0.08
C -0.86372 2.84434 1.64338 0.01 0.02 -0.02
C -2.48004 -1.84810 -0.11809 0.01 -0.06 0.05
C -0.69407 4.15345 -3.25882 -0.13 -0.03 -0.03
C -1.53784 -7.64710 4.07191 0.01 0.04 -0.04
C -3.37363 3.56009 -0.16320 -0.03 0.02 -0.03
C -0.83706 -0.21977 3.71968 -0.05 -0.09 -0.04
C 3.94260 3.08660 -0.69691 -0.05 -0.14 0.17
C 1.03679 3.44735 -1.32196 0.02 -0.09 0.22
C -1.88535 -4.21645 -1.35129 -0.04 0.02 0.01
C 0.65371 4.53339 -3.29765 0.16 0.06 -0.03
C 0.91440 -1.75525 3.03769 -0.01 0.06 -0.07
C -1.20402 -6.72320 5.04632 0.01 0.01 -0.01
C 4.26885 4.58751 -0.78503 0.04 0.03 -0.04
C 1.14246 5.28977 -4.38739 -0.03 -0.03 0.04
C 0.04494 -2.82967 3.27368 -0.09 -0.09 -0.08
C -2.91621 2.09435 -0.14385 0.01 -0.22 0.01
C 4.18379 2.46964 -2.07730 -0.07 0.00 -0.07
C -1.15748 -7.42258 2.75870 -0.01 -0.02 0.03
C 4.88452 2.45780 0.34282 0.04 -0.03 0.01
H 2.18871 5.56308 -4.39785 0.02 0.00 0.01
H 3.29301 -2.45559 -1.59580 0.02 0.04 0.03
H -0.50808 -3.57466 0.24045 -0.04 0.12 -0.10
H 3.76483 3.09848 -2.86165 0.00 0.00 0.02
H 5.15704 4.68145 -1.41330 0.03 0.02 0.01
H 1.15127 0.36093 3.12040 -0.06 -0.04 -0.03
H -2.69513 -1.12430 4.30263 -0.02 0.01 0.00
H 3.77577 1.47330 -2.20210 0.00 0.03 0.03
H -2.34094 -2.30258 0.86648 -0.01 0.04 0.03
H -3.08175 -1.96751 -3.49344 -0.01 0.01 -0.01
H -1.03133 3.91478 1.54644 0.02 0.02 -0.01
H 4.81354 1.37345 0.35745 0.02 0.04 -0.02
H -1.76861 -0.48980 -2.21084 0.07 -0.02 -0.05
H -2.59834 4.22595 -4.25739 -0.01 -0.02 0.00
H 3.47747 5.17756 -1.24343 0.00 -0.05 -0.01
H 0.15887 -3.38630 -1.36776 0.04 -0.02 0.02
H -1.60754 2.43960 2.32348 -0.01 -0.04 0.04
H -2.97710 0.54027 1.44356 0.01 0.02 0.01
H 0.65726 6.21589 -6.23421 -0.01 0.02 -0.01
H -1.49745 -4.91740 -2.09219 -0.01 -0.02 -0.03
H -4.44495 3.56544 0.05246 -0.02 0.03 -0.03
H -3.21624 4.02091 -1.13511 0.02 -0.03 0.04
H 5.26397 2.40410 -2.22402 0.01 0.01 -0.04
H 2.82827 4.82992 1.12487 -0.04 0.02 0.01
H -4.47769 1.73813 -1.55792 -0.02 -0.02 0.00
H -3.46344 0.32540 -1.31554 0.00 0.01 -0.01
H -0.36936 -1.45903 -2.66304 -0.02 0.00 0.00
H -1.15900 0.78648 3.93941 -0.04 0.13 0.00
H -1.93170 -3.41503 3.86327 0.01 -0.01 0.02
H -2.89148 4.17480 0.59515 0.00 -0.01 0.06
H 2.78570 -2.80773 3.05579 0.03 0.05 0.06
H -2.35543 -4.80389 -0.55942 0.01 -0.02 -0.01
H -4.26296 -1.90673 -1.41469 0.00 0.02 0.01
H -4.54256 1.07972 0.84661 -0.02 0.02 0.01
H -1.44744 -6.89351 6.08514 -0.01 -0.01 0.01
H -1.37992 -8.13853 1.98089 -0.01 -0.02 -0.01
H 1.10624 -4.22081 2.19840 0.08 -0.05 0.03
H -2.74080 -0.80554 0.04455 -0.02 -0.08 -0.01
H 1.10436 4.52477 1.27212 -0.05 0.02 0.01
H 2.24590 3.61004 2.26297 0.00 -0.03 -0.01
H -1.74245 -3.10332 -3.64994 -0.01 0.00 -0.03
H -2.88029 1.67507 -2.29840 -0.01 0.03 0.02
H 0.10917 2.66513 2.08589 0.06 -0.03 0.02
H 5.90826 2.73900 0.08503 0.01 0.01 0.00
H -4.15584 -3.25685 -0.28803 -0.01 -0.01 0.01
H -3.61940 2.10823 1.93397 -0.02 0.01 0.00
H 4.52594 5.00929 0.18583 0.01 0.02 0.00
H -1.72952 5.55601 -6.16024 0.00 0.00 -0.01
H 2.88062 -1.12658 2.48116 0.01 -0.02 -0.04
H -2.07306 -8.54781 4.33712 0.00 -0.01 0.00
H 4.68863 2.83668 1.35013 0.00 0.03 0.00
```
Positions in Å, forces in eV/Å.

Computed properties:
LUMO energy (alpha / beta): -0.970 / -1.748 eV
E_HOMO (alpha / beta): -7.25 / -7.24 eV
Kohn-Sham gap (alpha / beta): 6.3 / 5.5 eV
strongest force on any atom: 0.627 eV/A
2S+1: 3
ΔE to the lowest compared entry with this formula, charge and spin: 52.4 kcal per mole